(1)
Density functional theory data (ωB97M-V/def2-TZVPD) for C21H25BN11RuS2 as an isolated structure.

Output
Lowest unoccupied orbital energy (alpha / beta) (hartree): -0.4164 / -0.4266
Kohn-Sham gap (alpha / beta) (eV): 5.99 / 5.70
Net charge: +3
Energy (eV): -63481.8518
HOMO level (alpha / beta) (eV): -17.326 / -17.311

Element x y z (Å)
1 Ru 0.448 -0.541 -0.232
2 C 0.426 3.884 1.431
3 N -0.525 3.422 0.421
4 C -1.154 4.236 -0.479
5 C -2.096 3.480 -1.106
6 N -2.060 2.212 -0.586
7 B -3.402 1.367 -0.722
8 N -3.374 -0.237 -0.802
9 C -4.596 -0.825 -0.623
10 C -4.584 -2.056 -1.214
11 N -3.341 -2.231 -1.750
12 C -2.922 -3.398 -2.532
13 C -2.622 -1.120 -1.477
14 S -0.969 -0.857 -1.925
15 C -1.083 2.201 0.329
16 S -0.618 0.765 1.192
17 H 1.099 4.610 0.982
18 H 0.994 3.041 1.816
19 H -0.117 4.349 2.252
20 H -0.904 5.278 -0.580
21 H -2.820 3.759 -1.852
22 H -4.066 1.614 0.240
23 H -3.880 1.710 -1.762
24 H -5.403 -0.305 -0.135
25 H -5.356 -2.803 -1.296
26 H -3.118 -4.306 -1.966
27 H -1.860 -3.327 -2.748
28 H -3.480 -3.422 -3.465
29 N 3.885 -0.569 -0.702
30 C 3.471 -0.808 0.543
31 N 4.365 -0.773 1.504
32 C 3.973 -1.137 2.728
33 N 4.813 -1.045 3.732
34 N 2.729 -1.653 2.994
35 C 1.892 -1.614 2.021
36 N 2.134 -1.085 0.774
37 C 0.552 -2.213 2.168
38 C 0.227 -2.993 3.256
39 C -0.983 -3.676 3.248
40 C -1.792 -3.564 2.132
41 C -1.405 -2.737 1.090
42 N -0.265 -2.045 1.104
43 H 4.882 -0.473 -0.833
44 H 3.332 -0.823 -1.502
45 H 5.753 -0.712 3.578
46 H 4.543 -1.364 4.650
47 H 0.929 -3.074 4.073
48 H -1.271 -4.299 4.083
49 H -2.724 -4.107 2.061
50 H -2.032 -2.628 0.222
51 C 2.791 2.925 -2.812
52 C 2.109 1.920 -3.479
53 C 1.434 0.964 -2.745
54 N 1.410 0.961 -1.399
55 C 2.095 1.927 -0.763
56 C 2.785 2.920 -1.424
57 H 3.326 3.689 -3.361
58 H 2.094 1.869 -4.558
59 H 0.907 0.173 -3.258
60 H 2.102 1.875 0.319
61 H 3.325 3.666 -0.857

(2)
Density functional theory data (ωB97M-V/def2-TZVPD) for C21H25Br30NO6 as an isolated structure in a non-equilibrium geometry.

Output
Lowest unoccupied orbital energy (hartree): 0.0886
Kohn-Sham gap (eV): 4.19
Net charge: -2
Energy (eV): -2137228.4299
HOMO level (eV): -1.781

Element x y z (Å)
1 C 3.398 -1.211 -0.735
2 C 2.089 -0.865 -0.410
3 N 1.299 -0.300 -1.394
4 C 1.185 -1.304 -2.493
5 O 0.811 -2.456 -2.223
6 O 1.493 -0.882 -3.621
7 C -0.006 0.195 -0.860
8 C 0.178 1.724 -0.801
9 C 0.492 2.289 -2.202
10 C 1.951 2.814 -2.341
11 C 2.522 2.434 -3.721
12 O 1.543 2.640 -4.755
13 C 1.379 1.548 -5.565
14 C 0.005 0.938 -5.690
15 O 2.313 1.091 -6.173
16 C -1.268 -0.208 -1.662
17 O -1.511 0.263 -2.775
18 O -2.070 -1.027 -1.069
19 H 3.689 -2.261 -0.678
20 H 4.162 -0.494 -1.014
21 H 1.705 -1.038 0.599
22 H -0.113 -0.166 0.165
23 H -0.731 2.145 -0.353
24 H 0.989 1.892 -0.083
25 H -0.238 3.055 -2.473
26 H 0.401 1.497 -2.943
27 H 1.991 3.892 -2.153
28 H 2.546 2.247 -1.621
29 H 3.389 3.070 -3.937
30 H 2.818 1.383 -3.680
31 H -0.764 1.681 -5.926
32 H -0.272 0.495 -4.724
33 H 0.049 0.150 -6.435
34 C -1.111 -2.543 3.132
35 Br 0.815 -2.565 3.207
36 Br -1.877 -1.482 4.572
37 Br -1.752 -1.995 1.389
38 H -1.437 -3.560 3.303
39 C 2.393 5.389 1.451
40 Br 0.699 6.027 0.792
41 Br 2.644 3.553 0.950
42 Br 3.869 6.509 0.903
43 H 2.355 5.426 2.530
44 C -0.304 1.777 5.885
45 Br -2.179 2.157 5.665
46 Br 0.609 1.840 4.199
47 Br 0.510 2.951 7.188
48 H -0.218 0.768 6.267
49 C 8.127 6.168 2.012
50 Br 7.629 7.076 0.385
51 Br 8.199 7.382 3.510
52 Br 6.993 4.656 2.372
53 H 9.127 5.786 1.866
54 C -5.938 -3.075 -0.030
55 Br -7.522 -2.361 -0.897
56 Br -5.694 -4.952 -0.432
57 Br -4.368 -2.045 -0.448
58 H -6.108 -3.001 1.035
59 C -3.324 -3.838 7.967
60 Br -1.604 -4.705 7.892
61 Br -3.145 -1.926 8.111
62 Br -4.436 -4.335 6.475
63 H -3.817 -4.182 8.863
64 C -6.490 -2.330 -5.034
65 Br -8.068 -1.620 -5.903
66 Br -6.241 -4.200 -5.439
67 Br -4.924 -1.296 -5.441
68 H -6.655 -2.254 -3.966
69 C -3.540 5.629 0.396
70 Br -2.334 7.107 0.087
71 Br -3.115 4.127 -0.726
72 Br -3.582 5.140 2.262
73 H -4.531 5.967 0.131
74 C 3.636 -6.105 2.995
75 Br 4.248 -5.727 4.793
76 Br 1.719 -6.175 2.894
77 Br 4.344 -4.851 1.720
78 H 4.010 -7.084 2.734
79 C -0.559 -6.377 -1.608
80 Br 0.852 -7.685 -1.817
81 Br -2.041 -6.739 -2.785
82 Br -1.137 -6.261 0.227
83 H -0.151 -5.398 -1.886

(3)
Density functional theory data (ωB97M-V/def2-TZVPD) for a 8-piece molecular cluster, C21H25Cl4F5O18 overall.

Output
Lowest unoccupied orbital energy (hartree): -0.0006
SMILES: O=C1OC[C@@H](F)O1.O=C1OC[C@@H](F)O1.O=C1OC[C@@H](F)O1.O=C1OC[C@@H](F)O1.O=C1OC[C@@H](F)O1.C[C@H]1COC(=O)O1.ClCCl.ClCCl
Kohn-Sham gap (eV): 10.40
Energy (eV): -122715.9272
HOMO level (eV): -10.414

Element x y z (Å)
1 O 7.054 3.421 -4.909
2 C 6.008 2.906 -4.733
3 O 5.845 1.685 -4.168
4 C 4.464 1.322 -4.215
5 C 3.827 2.447 -5.033
6 F 2.689 2.883 -4.424
7 O 4.797 3.447 -5.060
8 H 4.260 0.348 -4.650
9 H 4.085 1.356 -3.194
10 H 3.555 2.168 -6.051
11 O -2.374 -4.606 0.814
12 C -3.467 -5.029 0.967
13 O -4.344 -4.628 1.909
14 C -5.629 -5.207 1.588
15 C -5.165 -6.479 0.894
16 F -6.032 -7.000 0.002
17 O -4.000 -6.026 0.210
18 H -6.180 -5.418 2.500
19 H -6.191 -4.531 0.948
20 H -4.912 -7.238 1.639
21 O 4.104 -1.071 2.685
22 C 3.220 -0.398 3.079
23 O 1.990 -0.879 3.428
24 C 1.110 0.255 3.514
25 C 2.091 1.343 3.903
26 F 2.342 1.294 5.246
27 O 3.250 0.949 3.223
28 H 0.694 0.423 2.522
29 H 0.342 0.115 4.270
30 H 1.786 2.347 3.621
31 O 1.840 0.428 -1.781
32 C 1.235 -0.289 -1.063
33 O 1.688 -0.764 0.113
34 C 0.745 -1.730 0.593
35 C -0.513 -1.389 -0.165
36 F -1.262 -0.436 0.507
37 O -0.017 -0.768 -1.328
38 H 1.087 -2.714 0.258
39 H 0.644 -1.778 1.668
40 H -1.130 -2.245 -0.415
41 O -0.084 2.917 0.913
42 C -1.256 2.755 0.848
43 O -1.893 2.238 -0.219
44 C -3.247 1.963 0.158
45 C -3.444 2.924 1.318
46 F -4.242 2.383 2.288
47 O -2.139 3.100 1.818
48 H -3.930 2.225 -0.649
49 H -3.340 0.907 0.396
50 H -3.886 3.887 1.066
51 C 1.544 4.997 -2.460
52 C 1.843 4.849 -0.980
53 C 2.644 3.575 -0.654
54 O 3.631 4.011 0.278
55 C 3.637 5.363 0.328
56 O 4.336 6.000 1.038
57 O 2.742 5.877 -0.540
58 H 2.441 4.759 -3.024
59 H 1.252 6.026 -2.671
60 H 0.770 4.299 -2.775
61 H 0.913 4.881 -0.409
62 H 3.125 3.225 -1.572
63 H 2.047 2.755 -0.272
64 Cl -0.050 -3.578 3.543
65 C -1.120 -4.964 3.733
66 Cl -1.286 -5.461 5.421
67 H -2.090 -4.691 3.341
68 H -0.718 -5.793 3.163
69 Cl -5.956 -4.315 -2.079
70 C -4.276 -4.070 -2.568
71 Cl -3.500 -2.765 -1.667
72 H -3.720 -4.986 -2.412
73 H -4.285 -3.806 -3.618

(4)
Density functional theory data (ωB97M-V/def2-TZVPD) for C21H25ClN4O4S as an isolated structure in a non-equilibrium geometry.

Output
Relative energy (zero: lowest compared OMol25 entry of this formula, charge and spin) (eV): 20.1198
Lowest unoccupied orbital energy (hartree): -0.0073
Kohn-Sham gap (eV): 7.29
Energy (eV): -59671.1343
HOMO level (eV): -7.491

Element x y z (Å)
1 C 1.736 4.134 -0.739
2 C 2.474 2.841 -1.307
3 O 1.996 2.268 -2.227
4 N 3.493 2.475 -0.656
5 H 3.751 2.950 -0.042
6 C 4.333 1.361 -0.889
7 H 4.856 1.118 0.143
8 H 5.068 1.828 -1.829
9 C 3.711 0.161 -1.521
10 C 2.820 -0.414 -0.388
11 O 3.077 -0.620 0.706
12 N 1.375 -0.163 -0.874
13 C 0.458 -0.420 0.074
14 C -0.195 1.056 0.393
15 C -1.122 1.144 1.259
16 C -1.428 0.110 2.414
17 C -0.722 -1.246 2.154
18 C 0.083 -1.392 1.105
19 N 0.711 -2.474 0.753
20 C 0.384 -3.620 1.876
21 H 0.757 -3.401 2.652
22 H -0.772 -3.816 2.009
23 C 1.163 -4.723 1.192
24 H 0.711 -5.750 1.627
25 H 2.223 -4.613 1.157
26 C 1.074 -4.553 -0.365
27 H -0.005 -5.043 -0.671
28 H 1.749 -4.945 -1.003
29 C 1.087 -3.098 -0.321
30 H 2.265 -2.853 -0.427
31 H 0.658 -2.508 -1.334
32 H -1.004 -1.898 2.676
33 H -1.988 0.361 3.141
34 S -1.857 2.643 1.489
35 O -0.855 3.708 1.329
36 O -2.644 3.066 2.693
37 N -2.742 2.882 -0.071
38 C -3.510 1.798 -0.046
39 C -3.630 1.486 -1.644
40 C -4.463 0.468 -1.958
41 C -4.894 -0.516 -0.934
42 C -5.026 -0.040 0.489
43 C -4.258 0.952 0.669
44 H -4.146 1.135 1.704
45 H -5.495 -0.659 0.915
46 Cl -5.721 -1.897 -1.594
47 H -4.345 -0.028 -3.054
48 H -2.984 1.902 -2.365
49 H -2.266 3.473 -0.734
50 H -0.124 1.856 -0.256
51 H 1.357 0.423 -1.603
52 H 3.299 0.323 -2.438
53 H 4.760 -0.528 -1.630
54 H 1.131 4.455 -1.521
55 H 2.552 4.801 -0.427
56 H 1.086 4.042 0.249

(5)
Density functional theory data (ωB97M-V/def2-TZVPD) for C21H25FKN3O2 as an isolated structure.

Output
Relative energy (zero: lowest compared OMol25 entry of this formula, charge and spin) (eV): 0.0070
Lowest unoccupied orbital energy (hartree): 0.1749
Kohn-Sham gap (eV): 6.23
Net charge: -2
Energy (eV): -49792.2602
HOMO level (eV): -1.471

Element x y z (Å)
1 K -0.293 0.699 1.692
2 C -0.704 0.108 -3.687
3 N -0.233 1.123 -2.777
4 C -1.321 1.987 -2.338
5 C -0.930 2.980 -1.252
6 C -2.142 3.464 -0.465
7 N -2.772 2.341 0.212
8 C -2.961 2.467 1.460
9 C -3.562 1.463 2.350
10 C -4.218 1.964 3.474
11 C -4.916 1.165 4.365
12 C -4.934 -0.214 4.117
13 C -4.262 -0.757 3.049
14 C -3.496 0.032 2.116
15 O -2.806 -0.504 1.208
16 C 0.959 1.820 -3.254
17 C 2.141 1.647 -2.303
18 C 2.551 0.180 -2.194
19 N 3.516 -0.046 -1.130
20 C 3.010 -0.475 -0.039
21 C 3.735 -0.768 1.188
22 C 5.128 -0.790 1.215
23 C 5.835 -1.098 2.362
24 C 5.105 -1.398 3.524
25 C 3.732 -1.382 3.535
26 C 2.957 -1.049 2.371
27 O 1.691 -1.007 2.400
28 H -1.082 0.525 -4.643
29 H -1.516 -0.452 -3.220
30 H 0.100 -0.593 -3.922
31 H -2.103 1.341 -1.934
32 H -1.758 2.532 -3.203
33 H -0.409 3.845 -1.676
34 H -0.244 2.545 -0.522
35 H -2.882 3.903 -1.151
36 H -1.804 4.229 0.245
37 H -2.670 3.404 1.961
38 H -4.185 3.040 3.634
39 H -5.422 1.591 5.222
40 H -5.477 -0.873 4.790
41 H -4.258 -1.828 2.880
42 H 0.742 2.886 -3.393
43 H 1.234 1.433 -4.245
44 H 1.863 2.012 -1.312
45 H 2.991 2.250 -2.642
46 H 2.992 -0.139 -3.147
47 H 1.639 -0.410 -2.034
48 H 1.930 -0.658 0.031
49 H 5.647 -0.556 0.291
50 H 6.918 -1.113 2.366
51 H 5.637 -1.644 4.440
52 H 3.177 -1.603 4.440
53 F 0.184 3.054 1.584

(6)
Density functional theory data (ωB97M-V/def2-TZVPD) for C21H25HgN3O3 as an isolated structure in a non-equilibrium geometry.

Output
Lowest unoccupied orbital energy (alpha / beta) (hartree): -0.3261 / -0.3188
Kohn-Sham gap (alpha / beta) (eV): 2.56 / 2.96
Net charge: +2
Energy (eV): -36947.0405
HOMO level (alpha / beta) (eV): -11.433 / -11.634

Element x y z (Å)
1 C 3.890 -3.665 -1.048
2 C 3.430 -4.421 -0.004
3 H 4.826 -3.039 -0.814
4 H 3.641 -4.011 -2.117
5 C 2.264 -4.424 0.871
6 C 1.286 -3.509 1.155
7 H 1.489 -2.516 1.575
8 H 0.303 -3.958 1.373
9 C 4.506 -5.534 0.057
10 H 5.362 -5.275 -0.637
11 H 4.064 -6.488 -0.314
12 H 4.916 -5.584 1.088
13 C 2.186 -5.831 1.514
14 H 3.002 -6.027 2.243
15 H 2.273 -6.622 0.747
16 H 1.228 -6.002 2.005
17 Hg -1.583 0.765 1.485
18 O -0.451 0.821 -0.803
19 C -0.416 -0.069 -1.686
20 O -3.046 0.510 -0.607
21 C -2.798 -0.505 -1.280
22 O -3.745 -1.367 -1.668
23 N -1.526 -0.942 -1.714
24 C -3.124 -2.519 -2.327
25 C -1.627 -2.342 -2.150
26 H -3.422 -2.494 -3.379
27 H -3.574 -3.398 -1.847
28 H -1.056 -2.564 -3.053
29 H -1.320 -3.058 -1.365
30 C 0.690 -0.252 -2.610
31 C 1.678 0.647 -2.284
32 H 0.897 -1.160 -3.253
33 H 1.837 0.557 -1.115
34 H 2.662 0.594 -2.861
35 N -0.375 3.436 -0.634
36 C -1.073 4.460 -0.125
37 C -1.490 5.552 -0.904
38 C -2.019 6.687 -0.283
39 C -2.171 6.752 1.100
40 C -1.861 5.641 1.929
41 C -2.029 5.626 3.334
42 C -1.771 4.465 4.038
43 C -1.403 3.311 3.332
44 N -1.240 3.302 1.997
45 C -1.378 4.446 1.301
46 H -0.215 3.355 -1.644
47 H -0.027 2.664 -0.097
48 H -1.354 5.494 -1.988
49 H -2.305 7.540 -0.902
50 H -2.556 7.655 1.580
51 H -2.369 6.537 3.827
52 H -1.860 4.399 5.122
53 H -1.246 2.357 3.841